Entry 1:
A 7-piece molecular cluster, C28H73B2NO18Si overall, computed with ωB97M-V/def2-TZVPD.

Each line ends with the Löwdin charge.
Cartesian coordinates (Å):
N1 0.74 2.46 -1.80  -0.06
Si1 0.17 3.31 -3.25  0.70
C1 -1.39 4.34 -2.87  -0.24
C2 -1.86 5.04 -4.16  -0.24
C3 -3.36 4.95 -4.43  -0.10
C4 -3.92 3.59 -4.25  -0.56
O1 -3.30 2.61 -4.18  0.17
O2 -5.27 3.58 -4.21  0.10
B1 -0.20 1.91 -4.65  -0.67
O3 -0.17 2.15 -5.98  0.15
O4 -0.52 0.62 -4.28  0.11
B2 1.66 4.45 -3.93  -0.65
O5 1.61 5.16 -5.13  0.08
O6 2.84 4.54 -3.24  0.12
H1 0.62 1.46 -1.94  0.01
H2 0.19 2.76 -1.01  0.00
H3 -1.07 5.11 -2.18  0.07
H4 -2.15 3.75 -2.39  0.07
H5 -1.63 6.09 -4.07  0.11
H6 -1.35 4.70 -5.05  0.09
H7 -3.52 5.20 -5.48  0.13
H8 -3.95 5.67 -3.88  0.12
H9 -5.55 2.99 -3.51  0.12
H10 -0.10 3.09 -6.17  0.08
H11 0.23 0.17 -3.87  0.09
H12 1.08 5.97 -5.05  0.09
H13 3.54 4.52 -3.90  0.11
C5 -1.98 2.25 4.33  -0.11
O7 -0.73 2.92 4.30  -0.19
C6 0.25 2.24 3.53  -0.20
C7 0.41 2.86 2.16  -0.19
O8 -0.76 2.70 1.36  -0.21
C8 -1.56 3.87 1.31  -0.11
H14 -2.72 2.94 4.73  0.08
H15 -2.29 1.93 3.33  0.08
H16 -1.93 1.38 4.99  0.09
H17 0.01 1.18 3.44  0.12
H18 1.20 2.32 4.06  0.13
H19 1.23 2.34 1.63  0.12
H20 0.68 3.91 2.24  0.13
H21 -1.10 4.61 0.65  0.08
H22 -1.70 4.30 2.31  0.09
H23 -2.53 3.59 0.91  0.09
C9 4.64 0.94 1.02  -0.10
O9 3.67 0.59 1.99  -0.20
C10 3.19 -0.74 1.85  -0.20
C11 3.83 -1.68 2.84  -0.19
O10 5.22 -1.84 2.58  -0.21
C12 6.04 -1.07 3.46  -0.10
H24 5.13 1.86 1.35  0.09
H25 5.40 0.16 0.91  0.08
H26 4.16 1.12 0.05  0.09
H27 3.34 -1.09 0.83  0.13
H28 2.11 -0.71 2.04  0.12
H29 3.37 -2.67 2.73  0.11
H30 3.66 -1.34 3.86  0.13
H31 6.08 -1.54 4.45  0.09
H32 5.68 -0.04 3.55  0.08
H33 7.04 -1.05 3.04  0.09
C13 6.48 -3.44 0.32  -0.11
O11 6.59 -4.31 -0.79  -0.19
C14 7.36 -3.76 -1.85  -0.21
C15 8.77 -4.31 -1.87  -0.21
O12 9.51 -3.91 -0.72  -0.19
C16 9.59 -4.92 0.27  -0.11
H34 6.10 -4.02 1.16  0.09
H35 7.44 -3.01 0.60  0.09
H36 5.77 -2.64 0.11  0.08
H37 7.38 -2.67 -1.79  0.13
H38 6.87 -4.04 -2.79  0.12
H39 9.30 -3.91 -2.74  0.12
H40 8.76 -5.40 -1.95  0.13
H41 10.31 -5.69 -0.03  0.09
H42 8.62 -5.38 0.46  0.08
H43 9.94 -4.45 1.19  0.09
C17 2.18 -5.46 2.28  -0.11
O13 1.30 -4.45 1.82  -0.20
C18 0.73 -4.75 0.56  -0.20
C19 -0.68 -5.28 0.68  -0.20
O14 -0.71 -6.54 1.34  -0.19
C20 -1.09 -6.45 2.70  -0.11
H44 2.38 -5.28 3.34  0.09
H45 1.76 -6.45 2.17  0.09
H46 3.13 -5.40 1.73  0.09
H47 1.36 -5.46 0.01  0.13
H48 0.70 -3.82 -0.02  0.13
H49 -1.09 -5.43 -0.32  0.12
H50 -1.32 -4.56 1.20  0.13
H51 -2.17 -6.28 2.79  0.09
H52 -0.55 -5.66 3.22  0.08
H53 -0.85 -7.40 3.17  0.09
C21 -6.23 -4.32 -3.72  -0.11
O15 -5.76 -5.66 -3.66  -0.19
C22 -4.38 -5.78 -3.98  -0.21
C23 -3.53 -5.91 -2.74  -0.21
O16 -3.55 -4.73 -1.95  -0.20
C24 -4.42 -4.83 -0.83  -0.11
H54 -7.20 -4.29 -3.23  0.09
H55 -5.55 -3.63 -3.21  0.08
H56 -6.35 -4.01 -4.76  0.09
H57 -4.04 -4.93 -4.58  0.13
H58 -4.26 -6.68 -4.58  0.13
H59 -2.49 -6.08 -3.04  0.12
H60 -3.84 -6.78 -2.15  0.13
H61 -3.96 -5.45 -0.05  0.08
H62 -5.39 -5.24 -1.10  0.08
H63 -4.57 -3.82 -0.44  0.09
C25 -5.36 4.40 2.65  -0.11
O17 -4.91 5.62 2.09  -0.20
C26 -5.97 6.53 1.80  -0.21
C27 -6.10 7.59 2.87  -0.21
O18 -6.49 7.05 4.11  -0.19
C28 -5.42 6.89 5.02  -0.11
H64 -4.49 3.88 3.06  0.07
H65 -6.09 4.55 3.45  0.09
H66 -5.80 3.77 1.87  0.09
H67 -6.91 5.99 1.68  0.13
H68 -5.73 7.01 0.85  0.12
H69 -6.87 8.30 2.56  0.13
H70 -5.16 8.15 2.97  0.13
H71 -5.12 7.86 5.44  0.09
H72 -4.55 6.42 4.55  0.08
H73 -5.76 6.25 5.84  0.09

Computed properties:
SMILES string: N[Si](CCCC(=O)O)(B(O)O)B(O)O.COCCOC.COCCOC.COCCOC.COCCOC.COCCOC.COCCOC
Charge: 0
Spin multiplicity: 1
Frontier orbital gap, hartree: 0.329

***

Entry 2:
C28H73N5O10 as an isolated structure, computed with ωB97M-V/def2-TZVPD.

Each line ends with the Löwdin charge.
Cartesian coordinates (Å):
C1 -0.16 -1.22 1.48  -0.75
O1 -0.62 -0.38 0.71  -0.14
N1 -0.89 -1.97 2.17  0.08
N2 1.02 -1.49 1.63  0.22
H1 -0.50 -1.94 3.09  0.10
H2 -1.85 -1.87 1.85  0.04
H3 1.66 -1.13 0.94  0.09
H4 1.12 -2.27 2.26  -0.05
C2 4.54 -2.94 -2.42  -0.01
C3 4.14 -1.65 -1.60  -0.48
C4 4.47 -0.38 -2.33  -0.13
C5 3.41 -0.03 -3.45  -0.14
C6 1.95 -0.01 -2.93  -0.12
C7 1.67 -1.36 -2.15  -0.37
N3 2.72 -1.69 -1.12  -0.13
O2 2.47 -2.80 -0.41  -0.02
C8 0.36 -1.06 -1.27  -0.01
C9 1.44 -2.54 -3.15  -0.03
C10 4.96 -1.61 -0.36  -0.06
H5 5.61 -3.12 -2.39  0.08
H6 4.21 -2.81 -3.46  0.06
H7 4.05 -3.89 -2.18  0.08
H8 4.48 0.43 -1.60  0.07
H9 5.42 -0.57 -2.83  0.12
H10 3.59 -0.69 -4.29  0.10
H11 3.70 0.94 -3.86  0.10
H12 1.41 -0.08 -3.87  0.12
H13 1.66 0.89 -2.39  0.06
H14 -0.13 -1.93 -0.85  0.10
H15 0.60 -0.43 -0.41  0.04
H16 -0.43 -0.49 -1.77  0.09
H17 0.50 -2.50 -3.70  0.08
H18 2.15 -2.44 -3.97  0.06
H19 1.63 -3.52 -2.72  0.08
H20 5.96 -1.19 -0.35  0.10
H21 5.23 -2.61 0.00  0.09
H22 4.47 -1.08 0.46  0.07
H23 2.83 -2.58 0.46  -0.32
C11 -5.96 1.55 -1.70  -0.04
C12 -4.60 0.87 -1.42  -0.41
C13 -3.48 1.88 -1.07  -0.09
C14 -2.30 1.32 -0.41  -0.29
C15 -2.71 0.83 0.94  -0.10
C16 -3.84 -0.26 0.84  -0.42
N4 -4.84 0.07 -0.17  -0.15
O3 -5.99 -0.67 -0.28  -0.01
C17 -3.22 -1.59 0.54  0.02
C18 -4.50 -0.21 2.23  -0.01
C19 -4.17 -0.10 -2.61  -0.01
H24 -6.58 0.91 -2.33  0.08
H25 -5.91 2.43 -2.34  0.08
H26 -6.49 1.84 -0.80  0.08
H27 -3.02 2.18 -2.01  0.13
H28 -3.87 2.72 -0.50  0.14
H29 -1.48 2.02 -0.24  0.02
H30 -1.85 0.54 -1.03  0.13
H31 -2.85 1.76 1.49  0.13
H32 -1.80 0.39 1.33  0.03
H33 -2.77 -2.01 1.44  0.03
H34 -3.94 -2.34 0.20  0.11
H35 -2.47 -1.49 -0.24  0.11
H36 -5.23 -1.00 2.44  0.08
H37 -3.67 -0.26 2.94  0.07
H38 -5.13 0.63 2.53  0.09
H39 -3.12 -0.15 -2.90  0.07
H40 -4.68 0.18 -3.53  0.07
H41 -4.54 -1.12 -2.51  0.08
H42 -6.69 -0.09 0.02  0.09
C20 -0.99 3.76 0.90  0.00
C21 0.10 3.09 0.05  -0.42
C22 0.66 4.30 -0.71  -0.12
C23 2.08 4.01 -1.24  -0.17
C24 2.97 3.67 -0.08  -0.14
C25 2.58 2.40 0.76  -0.41
N5 1.14 2.55 0.98  -0.05
O4 0.56 1.57 1.81  -0.01
C26 2.99 1.02 -0.03  0.01
C27 3.44 2.58 2.01  -0.03
C28 -0.28 2.02 -0.95  -0.09
H43 -0.61 4.56 1.53  0.09
H44 -1.53 3.05 1.54  0.07
H45 -1.75 4.26 0.30  0.10
H46 0.00 4.34 -1.58  0.12
H47 0.75 5.19 -0.09  0.12
H48 2.45 4.79 -1.92  0.11
H49 2.01 3.19 -1.95  0.10
H50 3.33 4.54 0.47  0.11
H51 3.93 3.30 -0.44  0.11
H52 4.07 0.91 -0.10  0.07
H53 2.62 0.11 0.46  0.05
H54 2.48 1.07 -0.99  0.05
H55 3.65 3.58 2.40  0.08
H56 2.91 2.03 2.79  0.07
H57 4.33 1.99 1.83  0.08
H58 0.62 1.50 -1.29  0.07
H59 -0.93 2.53 -1.66  0.13
H60 -1.05 1.31 -0.64  -0.07
H61 0.40 0.95 1.10  0.06
O5 -2.35 -2.79 3.25  -0.08
H62 -2.18 -2.38 4.10  0.12
H63 -3.11 -3.34 3.40  0.11
O6 0.82 -3.23 2.95  0.04
H64 0.33 -3.63 2.23  0.12
H65 0.57 -3.74 3.72  0.13
O7 3.18 -2.59 1.37  0.13
H66 3.22 -3.00 2.23  0.15
H67 2.65 -1.80 1.50  0.06
O8 -0.59 -0.65 4.40  -0.06
H68 -1.18 -0.04 3.96  -0.10
H69 0.28 -0.29 4.24  0.06
O9 -2.98 -4.19 1.67  -0.04
H70 -2.55 -3.54 2.24  -0.12
H71 -2.62 -5.03 1.95  0.05
O10 -1.22 0.56 2.86  -0.04
H72 -1.83 -0.01 2.39  0.03
H73 -0.53 0.75 2.22  0.00

Computed properties:
Charge: 0
Spin multiplicity: 1
Frontier orbital gap, hartree: 0.253

***

ΔE to the lowest compared entry with this formula, charge and spin list, top to bottom, in kcal per mole: 17.8; 532.1
Total energy list, top to bottom, in Eh: -2858.83962; -2135.70430